# 1
A 2-piece molecular cluster, C26H44BF17N6O6PS overall in a non-equilibrium geometry, computed with ωB97M-V/def2-TZVPD.

CARTESIAN COORDINATES (ANGSTROEM)
C  -4.04  4.14  3.75
C  -4.80  2.77  3.17
O  -3.92  2.22  2.10
B  -4.39  0.85  1.74
O  -5.71  0.41  2.25
N  -3.57  -0.14  0.88
C  -3.53  -0.05  -0.51
N  -2.61  -1.07  -1.18
C  -1.71  -0.40  -2.19
O  -2.40  -0.54  -3.52
C  -0.23  -1.09  -2.39
C  -0.30  -2.74  -2.60
C  1.07  -3.17  -3.44
C  -0.18  -3.54  -1.15
C  -1.69  1.20  -1.84
C  -3.25  1.77  -2.06
C  -3.21  3.32  -1.43
C  -4.14  4.38  -2.26
C  -5.60  4.66  -1.54
F  -5.48  4.80  -0.05
N  -4.30  1.03  -1.29
C  -5.44  0.49  -2.08
F  -5.24  -0.89  -2.64
F  -5.83  1.32  -3.29
C  -6.88  0.38  -1.24
F  -8.00  0.63  -2.23
F  -7.04  1.51  -0.24
C  -7.19  -1.10  -0.62
F  -7.72  -2.09  -1.64
F  -6.11  -1.71  0.18
F  -8.35  -0.91  0.34
S  -2.69  -1.35  1.82
O  -2.94  -2.82  1.30
O  -3.31  -1.36  3.27
C  -0.85  -0.99  2.00
F  -0.18  -2.35  2.03
F  -0.37  -0.33  0.77
C  -0.43  -0.26  3.40
F  -0.57  -1.31  4.48
F  -1.37  0.84  3.83
C  1.13  0.24  3.49
F  1.39  0.62  4.91
F  2.11  -0.85  3.18
C  1.52  1.51  2.54
F  2.48  1.21  1.44
F  0.39  2.25  1.95
F  2.24  2.50  3.43
H  -3.72  4.88  2.89
H  -3.13  3.74  4.39
H  -4.80  4.65  4.50
H  -5.89  3.01  2.79
H  -4.85  2.03  4.11
H  -5.65  -0.57  2.43
H  -3.14  -1.88  -1.57
H  -2.68  -1.49  -3.67
H  0.22  -0.68  -3.41
H  0.56  -0.83  -1.56
H  -1.24  -3.08  -3.22
H  1.99  -2.52  -3.07
H  0.95  -3.02  -4.61
H  1.38  -4.30  -3.24
H  0.69  -2.99  -0.57
H  -1.20  -3.56  -0.56
H  0.17  -4.64  -1.32
H  -1.23  1.49  -0.81
H  -1.07  1.73  -2.70
H  -3.37  1.86  -3.21
H  -2.09  3.67  -1.56
H  -3.40  3.31  -0.26
H  -3.56  5.42  -2.23
H  -4.22  4.10  -3.40
H  -6.32  3.77  -1.78
H  -6.01  5.71  -1.92
O  6.57  -2.29  -1.84
P  6.21  -1.53  -0.54
N  7.44  -0.35  -0.83
C  8.26  0.35  0.15
C  7.13  0.56  -1.94
N  6.91  -2.79  0.43
C  8.02  -2.61  1.36
C  7.08  -4.12  -0.20
N  5.80  -0.66  0.96
C  4.95  -1.46  1.87
C  5.00  0.56  0.71
H  7.70  1.09  0.74
H  9.08  0.89  -0.34
H  8.76  -0.32  0.84
H  6.30  1.23  -1.71
H  6.86  0.00  -2.84
H  7.99  1.18  -2.22
H  8.97  -2.46  0.84
H  8.14  -3.49  2.01
H  7.84  -1.79  2.06
H  7.94  -4.12  -0.88
H  6.19  -4.41  -0.76
H  7.24  -4.91  0.54
H  4.03  -1.78  1.36
H  4.67  -0.89  2.76
H  5.44  -2.35  2.26
H  4.13  0.34  0.08
H  5.57  1.35  0.23
H  4.64  1.00  1.65

Summary:
LUMO energy: -6.63 eV
Charge: +1
HOMO level: -9.69 eV
DFT total energy: -4258.25387 Ha
Gap between HOMO and LUMO: 3.062 eV

***

# 2
C26H44BeBrN3P2S as an isolated structure in a non-equilibrium geometry, computed with ωB97M-V/def2-TZVPD.

CARTESIAN COORDINATES (ANGSTROEM)
N  8.75  1.24  0.46
C  8.18  1.55  1.62
C  6.78  1.66  1.74
C  5.93  1.41  0.63
C  6.59  1.13  -0.59
C  8.00  1.04  -0.62
C  4.47  1.31  0.80
Be  0.83  0.85  0.31
P  -3.10  -2.61  0.18
C  3.55  0.84  -0.07
C  2.40  0.01  0.37
C  2.01  -1.23  -0.26
C  1.36  -2.21  0.48
C  1.25  -2.12  1.91
C  1.27  -0.81  2.44
C  1.94  0.23  1.75
Br  1.11  -3.64  2.97
H  4.21  1.51  1.85
H  3.80  0.84  -1.15
H  6.38  1.90  2.72
H  6.05  0.95  -1.51
H  8.84  1.72  2.47
H  8.53  0.79  -1.54
H  2.37  -1.41  -1.29
H  2.41  1.05  2.31
H  1.04  -3.15  0.04
H  0.89  -0.65  3.44
P  -0.81  1.62  -1.09
C  -2.35  -3.44  1.61
C  -2.63  -4.96  1.64
H  -2.71  -2.96  2.54
H  -1.27  -3.22  1.50
H  -2.22  -5.38  2.56
H  -3.70  -5.19  1.60
H  -2.16  -5.48  0.80
C  -2.12  -2.93  -1.29
C  -3.04  -3.71  -2.26
H  -1.24  -3.52  -1.00
H  -1.79  -1.99  -1.76
H  -2.47  -4.01  -3.14
H  -3.45  -4.59  -1.77
H  -3.87  -3.08  -2.60
C  -3.90  -1.03  0.44
C  -5.35  -1.33  0.81
H  -3.82  -0.38  -0.44
H  -3.40  -0.54  1.28
H  -5.99  -0.45  0.68
H  -5.74  -2.14  0.19
H  -5.45  -1.65  1.86
C  -2.46  2.43  -1.21
C  -2.65  3.70  -2.06
H  -2.81  2.61  -0.18
H  -3.15  1.66  -1.62
H  -2.11  4.56  -1.64
H  -2.35  3.55  -3.11
H  -3.72  3.95  -2.06
C  -1.04  0.29  -2.31
C  0.15  -0.15  -3.14
H  -1.88  0.59  -2.96
H  -1.39  -0.54  -1.68
H  0.58  0.69  -3.70
H  0.94  -0.60  -2.53
H  -0.18  -0.90  -3.87
C  0.49  2.68  -1.83
C  0.59  4.06  -1.19
H  0.26  2.71  -2.90
H  1.45  2.16  -1.72
H  1.54  4.16  -0.66
H  0.58  4.82  -1.98
H  -0.21  4.29  -0.49
N  -2.38  0.29  2.69
C  -1.97  1.47  2.18
N  -2.89  2.45  2.12
S  -0.33  1.82  1.82
H  -3.25  0.22  3.22
H  -1.73  -0.49  2.78
H  -2.61  3.40  1.92
H  -3.82  2.30  2.49

Summary:
Energy relative to the best compared isomer or geometry (same formula, charge and spin): 277.1 kJ/mol
LUMO energy: -7.07 eV
Charge: +2
HOMO level: -11.47 eV
DFT total energy: -4850.35444 Ha
Gap between HOMO and LUMO: 4.396 eV

***

# 3
C26H44BrIrN3OP2 as an isolated structure in a non-equilibrium geometry, computed with ωB97M-V/def2-TZVPD.

CARTESIAN COORDINATES (ANGSTROEM)
N  -4.83  -0.66  3.35
C  -3.88  0.07  3.94
C  -2.90  0.75  3.21
C  -2.85  0.57  1.81
C  -3.91  -0.13  1.20
C  -4.88  -0.73  2.02
C  -1.75  1.15  1.02
Ir  -0.09  -0.04  0.44
P  1.81  0.60  -0.77
C  -1.67  0.95  -0.44
C  -1.30  2.12  -1.27
C  -1.64  2.09  -2.63
C  -1.20  3.10  -3.49
C  -0.42  4.13  -2.97
C  -0.17  4.24  -1.59
C  -0.62  3.23  -0.75
Br  0.36  5.41  -4.16
H  -1.37  2.09  1.42
H  -2.41  0.29  -0.91
H  -2.19  1.40  3.72
H  -4.01  -0.21  0.12
H  -3.89  0.11  5.04
H  -5.71  -1.29  1.55
H  -2.26  1.27  -2.99
H  -0.45  3.33  0.32
H  -1.47  3.08  -4.54
H  0.35  5.11  -1.19
P  -0.45  -2.25  -0.03
C  2.54  2.15  -0.06
C  3.35  3.08  -0.97
H  3.17  1.81  0.78
H  1.69  2.70  0.37
H  3.70  3.93  -0.37
H  4.24  2.60  -1.39
H  2.77  3.50  -1.80
C  1.51  1.03  -2.55
C  2.67  0.96  -3.54
H  1.06  2.04  -2.55
H  0.72  0.35  -2.89
H  2.30  1.21  -4.54
H  3.48  1.68  -3.32
H  3.11  -0.04  -3.59
C  3.20  -0.62  -0.78
C  4.62  -0.10  -0.98
H  2.96  -1.37  -1.56
H  3.13  -1.13  0.19
H  5.32  -0.95  -0.95
H  4.77  0.40  -1.95
H  4.94  0.60  -0.19
C  0.51  -3.58  0.81
C  2.02  -3.56  0.64
H  0.11  -4.52  0.39
H  0.23  -3.54  1.87
H  2.43  -4.46  1.11
H  2.33  -3.56  -0.42
H  2.47  -2.69  1.14
C  -0.27  -2.65  -1.81
C  -1.17  -1.81  -2.71
H  -0.52  -3.72  -1.90
H  0.80  -2.54  -2.08
H  -0.94  -2.02  -3.76
H  -2.23  -2.04  -2.54
H  -1.02  -0.73  -2.53
C  -2.14  -2.88  0.37
C  -2.44  -3.12  1.85
H  -2.22  -3.83  -0.18
H  -2.86  -2.18  -0.07
H  -3.51  -3.39  1.94
H  -1.86  -3.95  2.27
H  -2.28  -2.23  2.47
N  0.38  1.04  4.46
C  0.25  -0.12  3.76
N  -0.31  -1.12  4.48
O  0.66  -0.25  2.58
H  0.33  1.02  5.46
H  0.85  1.83  4.02
H  -0.59  -2.00  4.08
H  -0.45  -0.97  5.48

Summary:
Energy relative to the best compared isomer or geometry (same formula, charge and spin): 0.0 kJ/mol
LUMO energy (alpha / beta): -12.24 / -15.27 eV
Spin multiplicity: 6
Charge: +4
<S²>: 8.8057
HOMO level (alpha / beta): -18.99 / -20.96 eV
DFT total energy: -4616.05976 Ha
Gap between HOMO and LUMO (alpha / beta): 6.753 / 5.690 eV

***

# 4
C26H44Cl2LaO2P2 as an isolated structure in a non-equilibrium geometry, computed with ωB97M-V/def2-TZVPD.

CARTESIAN COORDINATES (ANGSTROEM)
La  -0.23  0.17  -0.06
C  -1.59  2.48  2.46
C  -1.36  3.02  1.17
C  -3.47  2.12  1.19
C  -2.89  1.93  2.46
C  -2.51  2.78  0.37
C  -0.68  2.45  3.62
H  0.33  2.75  3.32
H  -0.62  1.42  4.01
H  -1.03  3.11  4.44
C  -3.57  1.24  3.59
H  -2.90  1.19  4.45
H  -3.82  0.21  3.28
H  -4.50  1.74  3.87
C  -4.85  1.78  0.82
H  -5.54  2.33  1.48
H  -5.05  0.70  0.96
H  -5.06  2.05  -0.22
C  -2.73  3.18  -1.04
H  -3.44  4.02  -1.09
H  -3.16  2.35  -1.63
H  -1.79  3.49  -1.51
C  -0.16  3.79  0.74
H  -0.36  4.87  0.78
H  0.14  3.55  -0.29
H  0.69  3.60  1.41
C  3.56  -2.49  -0.06
C  3.99  -1.41  0.59
C  4.93  -0.38  0.06
C  4.53  0.19  -1.33
C  3.05  0.09  -1.64
C  2.51  -0.92  -2.36
C  3.19  -2.23  -2.62
C  3.99  -2.84  -1.43
H  5.97  -0.77  0.05
H  5.14  -0.28  -2.13
H  4.96  0.46  0.77
H  5.04  -2.55  -1.55
H  2.92  -3.24  0.41
H  3.77  -1.26  1.65
H  3.95  -3.95  -1.51
H  2.50  -2.98  -3.03
H  1.61  -0.73  -2.97
H  3.92  -2.06  -3.44
H  4.82  1.26  -1.36
H  2.47  1.01  -1.46
P  0.96  -1.28  1.71
P  -0.92  -0.04  -2.66
C  0.78  -2.01  -0.22
C  -0.20  -1.83  -1.40
H  0.79  -3.09  0.01
H  1.73  -1.59  -0.58
H  0.31  -2.19  -2.30
H  -1.19  -2.29  -1.22
C  -2.24  -0.80  -3.55
H  -2.83  0.04  -3.96
H  -2.90  -1.37  -2.88
H  -1.83  -1.43  -4.34
C  0.15  0.78  -3.85
H  0.41  0.12  -4.68
H  1.08  1.21  -3.44
H  -0.45  1.64  -4.20
C  1.84  -2.40  2.80
H  1.78  -1.88  3.78
H  2.89  -2.60  2.53
H  1.28  -3.34  2.86
C  1.96  0.33  1.45
H  1.42  1.31  1.34
H  2.67  0.27  0.63
H  2.45  0.42  2.44
Cl  -5.29  -1.74  2.01
C  -4.43  -2.28  0.56
Cl  -4.81  -1.40  -0.91
C  -2.85  -2.18  0.79
O  -2.32  -3.27  0.95
O  -2.26  -1.00  0.73
H  -4.70  -3.33  0.41

Summary:
Energy relative to the best compared isomer or geometry (same formula, charge and spin): 877.5 kJ/mol
LUMO energy (alpha / beta): -4.23 / -4.23 eV
Charge: +1
HOMO level (alpha / beta): -8.13 / -8.13 eV
DFT total energy: -2801.77221 Ha
Gap between HOMO and LUMO (alpha / beta): 3.901 / 3.902 eV

***

# 5
A 6-piece molecular cluster, C26H44F5N7O18P3 overall in a non-equilibrium geometry, computed with ωB97M-V/def2-TZVPD.

CARTESIAN COORDINATES (ANGSTROEM)
C  -0.41  -0.18  2.27
C  0.59  -0.26  3.46
O  0.89  1.02  3.99
C  2.19  1.48  3.63
C  2.12  3.02  3.32
O  2.77  3.29  2.09
C  1.81  3.44  1.04
C  2.62  3.77  -0.23
O  2.10  3.15  -1.42
C  2.55  1.83  -1.47
N  1.95  1.18  -2.64
P  1.13  2.27  -3.81
N  2.15  3.31  -4.41
C  1.98  -0.11  -2.93
N  1.42  -0.70  -4.00
C  1.66  -1.99  -4.01
P  1.11  -3.23  -5.32
N  -0.45  -3.14  -5.42
N  2.40  -2.21  -2.89
P  2.92  -3.87  -2.63
N  1.68  -4.72  -2.17
N  2.59  -1.08  -2.19
C  3.37  -1.13  -0.95
C  4.91  -1.17  -1.33
H  -0.39  0.80  1.79
H  -1.44  -0.35  2.63
H  -0.20  -0.95  1.51
H  0.11  -0.85  4.26
H  1.49  -0.82  3.15
H  2.54  1.01  2.70
H  2.89  1.27  4.45
H  1.06  3.29  3.32
H  2.59  3.54  4.16
H  1.12  4.24  1.34
H  1.26  2.48  0.98
H  2.64  4.86  -0.34
H  3.64  3.39  -0.08
H  2.12  1.34  -0.57
H  3.65  1.78  -1.50
H  0.60  1.54  -4.88
H  0.10  2.93  -3.11
H  1.86  4.25  -4.16
H  1.53  -4.53  -4.97
H  1.77  -2.90  -6.53
H  -0.68  -2.85  -6.37
H  3.46  -4.43  -3.82
H  3.86  -3.90  -1.57
H  0.85  -4.14  -2.12
H  3.14  -0.34  -0.24
H  3.19  -2.08  -0.42
H  5.38  -1.97  -0.75
H  4.96  -1.50  -2.37
H  5.40  -0.20  -1.20
C  3.18  2.82  -7.84
C  2.06  1.87  -8.19
O  1.30  2.62  -9.11
C  2.17  3.47  -9.73
O  1.94  4.06  -10.74
O  3.35  3.56  -9.05
F  1.29  1.59  -7.11
H  2.90  3.50  -7.03
H  4.10  2.30  -7.56
H  2.39  0.94  -8.66
C  -0.94  4.54  6.16
C  0.03  5.53  6.73
O  0.79  5.91  5.60
C  -0.04  5.78  4.53
O  0.16  6.25  3.46
O  -1.13  5.04  4.83
F  0.86  4.94  7.63
H  -0.53  3.53  6.11
H  -1.88  4.50  6.71
H  -0.43  6.41  7.18
C  -2.79  -1.65  7.08
C  -2.88  -1.74  5.58
O  -3.36  -0.46  5.22
C  -2.92  0.40  6.18
O  -2.90  1.59  6.07
O  -2.49  -0.26  7.28
F  -3.78  -2.67  5.19
H  -3.74  -1.88  7.57
H  -2.02  -2.29  7.49
H  -1.92  -1.93  5.08
C  -7.13  -1.21  8.40
C  -8.02  -2.38  8.67
O  -7.31  -3.46  8.10
C  -5.99  -3.13  8.18
O  -5.09  -3.90  8.05
O  -5.83  -1.81  8.44
F  -9.21  -2.26  8.03
H  -7.29  -0.78  7.41
H  -7.22  -0.42  9.14
H  -8.20  -2.58  9.73
C  -1.87  -5.46  -7.15
C  -3.05  -6.31  -7.54
O  -3.78  -5.45  -8.40
C  -2.87  -4.62  -8.98
O  -3.08  -3.95  -9.93
O  -1.68  -4.66  -8.32
F  -3.81  -6.62  -6.47
H  -2.08  -4.82  -6.30
H  -0.98  -6.06  -6.94
H  -2.79  -7.23  -8.08

Summary:
LUMO energy: -4.24 eV
Charge: +1
HOMO level: -11.76 eV
DFT total energy: -4277.69916 Ha
Gap between HOMO and LUMO: 7.515 eV

***

> charge of number 2 (C26H44BeBrN3P2S)?

+2

***

> What is the formula in the fourth record?

C26H44Cl2LaO2P2

***

> What is the DFT total energy in the first record?

-4258.25387 Ha

***

> Number 1 is which compound?

C26H44BF17N6O6PS